C43H75BBrFIO15 | wB97M-V/def2-TZVPD

The geometry in XYZ format:
```
137
Properties=species:S:1:pos:R:3:lowdin_charge:R:1
C 7.756 -2.704 -0.794 -0.062
C 7.027 -1.990 0.372 -0.538
C 5.539 -2.404 0.423 -0.039
C 7.680 -2.522 1.673 -0.071
C 7.290 -0.464 0.383 -0.120
C 6.541 0.475 -0.609 -0.446
C 6.079 -0.190 -1.913 -0.029
C 7.577 1.561 -1.018 -0.056
C 5.362 1.197 0.055 -0.163
C 4.890 2.403 -0.457 -0.028
C 3.826 3.076 0.115 -0.010
C 3.179 2.548 1.223 -0.301
O 2.102 3.163 1.807 -0.056
C 0.983 3.330 0.943 -0.143
C 0.021 2.139 1.057 -0.162
O -0.493 1.767 -0.207 -0.126
C 0.433 1.063 -1.030 -0.206
C -0.274 -0.019 -1.817 -0.056
C -0.918 -1.192 -1.010 -0.493
C -2.423 -0.992 -1.006 -0.052
O -0.664 -2.399 -1.702 0.048
B 0.390 -3.193 -1.060 -0.992
F 1.524 -3.403 -1.849 0.116
C -0.270 -4.623 -0.562 -0.073
C 0.556 -5.579 0.212 -0.778
O 0.709 -6.740 -0.015 -0.001
Br 1.502 -4.884 1.799 0.644
O 0.800 -2.279 0.079 -0.040
C -0.190 -1.410 0.335 -0.581
I -1.512 -2.055 2.036 0.787
C 3.640 1.360 1.759 0.011
C 4.716 0.707 1.188 -0.017
H 8.272 -3.596 -0.443 0.072
H 7.075 -2.948 -1.607 0.071
H 8.521 -2.048 -1.219 0.074
H 4.854 -1.658 0.036 0.059
H 5.378 -3.308 -0.167 0.087
H 5.240 -2.658 1.441 0.081
H 7.338 -3.535 1.885 0.082
H 7.433 -1.879 2.519 0.071
H 8.768 -2.527 1.575 0.080
H 8.363 -0.328 0.238 0.113
H 7.082 -0.093 1.385 0.070
H 5.192 -0.809 -1.802 0.085
H 5.824 0.588 -2.636 0.081
H 6.867 -0.794 -2.362 0.074
H 7.760 2.233 -0.181 0.093
H 7.231 2.124 -1.885 0.066
H 8.500 1.065 -1.320 0.078
H 5.349 2.860 -1.324 0.105
H 3.481 4.021 -0.287 0.118
H 0.484 4.256 1.227 0.127
H 1.273 3.434 -0.103 0.110
H -0.846 2.420 1.653 0.115
H 0.555 1.310 1.531 0.116
H 0.906 1.755 -1.738 0.123
H 1.245 0.633 -0.434 0.121
H -1.062 0.440 -2.418 0.116
H 0.428 -0.478 -2.513 0.136
H -2.677 0.021 -0.686 0.086
H -2.763 -1.135 -2.033 0.083
H -2.953 -1.712 -0.386 0.016
H -0.557 -5.190 -1.452 0.115
H -1.184 -4.393 -0.011 0.073
H 0.276 -0.549 0.794 0.051
H 3.148 0.959 2.636 0.123
H 5.042 -0.206 1.659 0.101
O -3.579 2.551 -3.036 0.104
C -4.227 1.738 -3.635 -0.524
O -3.579 0.766 -4.309 -0.012
C -4.244 -0.336 -4.929 -0.236
C -4.751 0.015 -6.314 -0.067
C -5.735 1.820 -3.708 0.010
H -5.036 -0.726 -4.288 0.105
H -3.487 -1.115 -4.998 0.127
H -5.499 0.808 -6.277 0.063
H -5.199 -0.861 -6.784 0.079
H -3.927 0.366 -6.936 0.079
H -6.006 2.539 -4.481 0.091
H -6.108 2.175 -2.756 0.065
H -6.222 0.869 -3.916 0.075
O -8.242 2.497 -1.926 0.111
C -8.987 3.260 -2.472 -0.515
O -8.552 3.900 -3.578 -0.003
C -9.397 4.719 -4.388 -0.238
C -9.507 6.132 -3.852 -0.064
C -10.359 3.570 -1.917 0.013
H -10.374 4.251 -4.521 0.112
H -8.915 4.728 -5.364 0.123
H -9.970 6.154 -2.865 0.067
H -10.107 6.746 -4.526 0.080
H -8.516 6.575 -3.762 0.085
H -10.247 4.313 -1.128 0.096
H -10.757 2.657 -1.483 0.091
H -11.072 3.937 -2.651 0.067
O -2.527 4.146 4.609 0.095
C -3.061 3.079 4.460 -0.536
O -2.846 2.394 3.329 -0.007
C -3.328 1.054 3.123 -0.264
C -4.760 1.043 2.633 -0.059
C -4.021 2.531 5.495 0.008
H -3.188 0.454 4.022 0.103
H -2.683 0.621 2.364 0.035
H -5.447 1.477 3.362 0.064
H -5.073 0.018 2.430 0.079
H -4.844 1.623 1.713 0.086
H -4.995 2.993 5.337 0.091
H -3.653 2.819 6.477 0.086
H -4.134 1.451 5.477 0.066
O 7.717 1.117 3.132 0.114
C 8.315 0.933 4.153 -0.511
O 9.248 -0.045 4.182 -0.004
C 10.108 -0.265 5.299 -0.242
C 9.456 -1.124 6.362 -0.064
C 7.998 1.707 5.412 0.016
H 10.469 0.684 5.700 0.110
H 10.972 -0.780 4.882 0.122
H 8.575 -0.641 6.785 0.068
H 10.158 -1.325 7.171 0.079
H 9.136 -2.072 5.930 0.084
H 7.130 1.249 5.884 0.098
H 7.740 2.722 5.121 0.092
H 8.811 1.755 6.131 0.066
O -6.240 -3.185 -3.060 0.091
C -6.068 -3.764 -2.021 -0.530
O -5.021 -4.596 -1.898 0.010
C -4.672 -5.189 -0.640 -0.225
C -5.477 -6.442 -0.361 -0.064
C -7.054 -3.620 -0.881 0.010
H -4.755 -4.451 0.158 0.112
H -3.616 -5.440 -0.721 0.122
H -6.545 -6.232 -0.290 0.063
H -5.152 -6.896 0.575 0.082
H -5.337 -7.162 -1.168 0.083
H -7.895 -4.286 -1.069 0.091
H -7.414 -2.594 -0.881 0.089
H -6.644 -3.833 0.102 0.067
```

Results
HOMO-LUMO gap = 7.633 eV
Energy = -158062.8679 eV
E_LUMO = 1.749 eV
Total charge = -1